[1]
DFT (wB97M-V/def2-TZVPD) results for C4H10N2OS in the gas phase at a distorted geometry.

## Properties
E_tot = -741.239301 hartree
Energy above the lowest of the compared OMol25 structures with the same formula, charge and spin = 364.1 kJ/mol
Gap between HOMO and LUMO = 9.66 eV
SMILES = C/N=C(\NS)[C@H](C)O

Each line ends with the Mulliken charge.
Cartesian coordinates (Å):
H (1.7357, 1.2460, 0.6051)  0.384
C (-0.0610, 0.1237, -0.2750)  0.741
C (1.8804, -1.4874, 0.5131)  -0.880
N (-0.9953, -0.7765, -0.8483)  -0.426
H (2.2230, -1.1671, 1.6550)  0.239
S (-2.3958, -1.1290, 0.1522)  -0.118
H (-1.9927, 1.7104, 1.2734)  0.291
H (-2.4392, 1.4761, -0.5678)  0.382
C (1.4373, -0.2925, -0.4183)  -0.397
H (-0.4485, -1.7410, -1.0227)  0.368
O (2.3193, 0.7922, -0.1374)  -0.571
H (-3.2672, -0.0928, -0.2294)  0.127
H (2.8032, -2.0006, -0.0976)  0.238
H (1.6528, -0.4498, -1.4875)  0.362
H (1.1545, -2.2638, 0.6672)  0.350
H (-1.4884, 2.9172, 0.0198)  0.302
N (-0.4101, 1.3318, 0.0614)  -0.370
C (-1.7080, 1.8030, 0.1367)  -1.018

---

[2]
DFT (wB97M-V/def2-TZVPD) results for a gas-phase ion, C3H4NOS2 (charge +1) at a distorted geometry.

## Properties
E_tot = -1042.719676 hartree
Net charge = +1
Energy above the lowest of the compared OMol25 structures with the same formula, charge and spin = 153.2 kJ/mol
Gap between HOMO and LUMO = 8.17 eV

Each line ends with the Mulliken charge.
Cartesian coordinates (Å):
H (0.3735, 0.0754, -2.0446)  0.440
N (0.3863, -1.0905, -0.1426)  -0.488
S (-1.6797, 0.1247, -0.4803)  -0.062
H (1.3634, -1.4270, -0.1138)  0.270
S (0.0684, 1.3046, 1.5970)  0.042
H (-0.3193, -1.8302, -0.2453)  0.282
C (0.5503, 1.4330, -0.1677)  0.299
O (1.3392, 2.2329, -0.5317)  -0.334
C (-0.9711, -0.1107, 1.1282)  0.039
H (-1.1541, -0.8227, 1.9633)  0.412
C (0.0432, 0.1103, -0.9626)  0.102

---

[3]
DFT (wB97M-V/def2-TZVPD) results for 2 unconnected molecules or ions with the total composition C5H7IN at a distorted geometry.

## Properties
E_tot = -546.578630 hartree
Net charge = +1
Energy above the lowest of the compared OMol25 structures with the same formula, charge and spin = 747.1 kJ/mol
Gap between HOMO and LUMO (alpha / beta) = 7.42 / 6.69 eV

Each line ends with the Mulliken charge.
Cartesian coordinates (Å):
H (0.3035, 2.0400, -1.1920)  0.298
H (-1.2173, -3.0025, -1.2848)  0.457
H (-2.0485, 1.2780, -0.1626)  0.277
H (0.8686, 2.0697, 0.5501)  0.318
C (-0.8702, -0.3773, -0.4244)  -0.336
N (1.0058, -0.3494, 1.0206)  -0.338
I (1.5315, -2.7591, -1.6885)  0.324
C (-1.0577, 1.3520, 0.3400)  -0.266
C (0.3089, 0.1283, 0.0031)  0.477
H (1.7811, 0.2071, 1.3317)  0.225
H (0.6687, -1.2436, 1.4183)  0.317
H (-1.1741, 1.4263, 1.3805)  0.298
C (-0.3828, -2.4419, -1.0734)  -0.424
C (0.2824, 1.6725, -0.2187)  -0.626

---

[4]
DFT (wB97M-V/def2-TZVPD) results for C16H16N2O4 in the gas phase.

## Properties
E_tot = -1029.801002 hartree
Energy above the lowest of the compared OMol25 structures with the same formula, charge and spin = 92.6 kJ/mol
Gap between HOMO and LUMO = 9.44 eV
SMILES = CC(C)OC(=O)c1ccc(COC(=O)c2cnccn2)cc1

Each line ends with the Mulliken charge.
Cartesian coordinates (Å):
H (-0.8294, 2.5512, -4.9657)  0.345
C (-2.2281, 0.0885, 5.0811)  -0.140
C (-0.8882, 1.7526, -5.7021)  -1.361
H (2.1399, 0.4321, -2.4387)  0.458
C (-0.3748, 0.5460, 3.8710)  0.558
C (0.3034, -0.6580, -2.2977)  0.259
H (-2.9498, 1.7289, 6.3043)  0.388
C (1.5220, -0.1926, -1.8135)  -0.625
H (-0.5555, -0.8928, -6.4076)  0.297
C (1.1332, -1.3285, 0.2694)  0.959
H (-2.9882, -0.6299, 5.3556)  0.404
C (-0.5008, -1.4555, -1.4864)  -0.801
O (0.6066, -1.1762, 2.6262)  -0.297
H (0.4138, 2.5449, 4.1108)  0.453
C (-0.0887, -1.7873, -0.2122)  -0.361
H (0.2358, 0.0991, -7.6418)  0.455
C (-2.2067, 1.3796, 5.6009)  -0.207
C (-0.1849, -0.3294, -3.6646)  0.708
H (1.5526, -2.7587, 1.8278)  0.427
H (-1.7611, 1.1413, -5.4906)  0.300
H (-0.7129, -2.3980, 0.4232)  0.457
O (1.4893, 0.8805, 2.4329)  -0.616
C (1.5503, -1.6768, 1.6745)  -1.208
C (0.3115, -0.2747, -6.6245)  -1.358
H (2.8688, -0.1514, -0.1548)  0.315
H (2.5390, -1.2608, 1.8944)  0.405
N (-1.3167, -0.3248, 4.2201)  -0.390
C (0.3762, 0.9011, -5.6552)  0.467
H (-1.4452, -1.8036, -1.8769)  0.446
H (1.2476, 1.5246, -5.8917)  0.320
O (0.6684, 0.4637, -4.3158)  -0.366
C (-0.3542, 1.8400, 4.3955)  -0.223
C (1.9303, -0.5253, -0.5355)  -0.520
C (0.6735, 0.1212, 2.8954)  0.480
H (-0.9923, 2.1912, -6.6906)  0.453
N (-1.2695, 2.2494, 5.2568)  -0.599
O (-1.2295, -0.7429, -4.1088)  -0.629
H (1.2096, -0.8824, -6.5374)  0.343

---

[5]
DFT (wB97M-V/def2-TZVPD) results for a molecular structure, C52H45BrCsN4O7PS2 at a distorted geometry.

## Properties
E_tot = -6486.027258 hartree
Net charge = -2
Energy above the lowest of the compared OMol25 structures with the same formula, charge and spin = 150.4 kJ/mol
Gap between HOMO and LUMO = 3.75 eV

Each line ends with the Mulliken charge.
Cartesian coordinates (Å):
C (1.6602, 2.0065, 3.5540)  -0.623
H (-4.7423, 5.6857, -1.4888)  0.263
H (2.6217, 1.5318, 3.7258)  0.622
H (-0.3047, 3.9148, -1.9518)  -0.073
C (-2.3504, 3.7424, -0.0231)  -0.818
C (-2.9430, 4.8576, -0.6598)  -0.869
O (-0.7154, -6.7331, -5.6218)  -0.633
C (0.7620, 3.7449, -3.8160)  -0.556
C (2.4804, -0.9892, -3.5152)  0.720
H (1.7889, 3.5750, -4.1518)  0.209
C (-5.2548, 1.4741, 0.2178)  0.341
H (5.0812, -1.1133, -2.1495)  0.094
C (4.1710, 1.7317, 0.7193)  -1.102
C (-5.0440, 3.6968, -0.6949)  1.398
H (-0.9789, -0.5019, 6.4112)  0.285
H (-2.3402, 5.7339, -0.8919)  0.377
C (3.8072, -0.6889, -3.8162)  0.467
C (-1.0279, -1.1326, 4.3326)  -0.066
H (2.3270, 1.2137, 8.3218)  0.373
C (-1.1001, -5.2256, -3.9045)  -0.288
N (-1.5586, -6.1409, -4.9701)  0.999
C (-0.7810, 3.2067, 3.0467)  -0.480
C (-3.0220, -2.1249, 3.5904)  -0.484
C (0.3798, 3.9613, 2.9924)  -0.607
H (0.7929, -6.1281, -4.0326)  0.513
C (0.1874, -5.3871, -3.5311)  -0.742
H (4.2520, 1.7953, 1.8041)  0.326
H (-8.2253, 2.5090, -1.0148)  0.340
H (-7.1696, 0.5558, 0.1247)  0.394
C (-3.3180, -3.9717, -3.6454)  -0.615
C (4.9245, -1.4636, -3.1729)  -1.242
H (3.1733, -2.8879, 7.4310)  0.375
O (-2.7558, -6.2861, -5.1388)  -0.613
H (-3.2655, -1.3109, 6.8844)  0.361
C (0.7467, -4.6125, -2.4750)  1.783
N (-0.1296, 2.6949, -4.3487)  -0.181
C (1.5199, -0.5805, 5.5467)  -0.088
O (0.9683, 2.6401, -6.5644)  -0.729
H (3.5397, -4.0920, -0.6241)  0.487
C (-1.4314, -3.4658, -2.2550)  -0.189
H (5.1041, 0.6066, -4.9254)  0.313
C (-0.7236, 1.8548, 3.3725)  0.011
H (2.2568, -1.7938, -2.8248)  0.181
C (2.8328, -0.8502, 8.0211)  -0.419
C (-1.7156, -1.7072, 3.2402)  -0.385
C (1.7334, 0.7937, -4.9228)  -0.058
C (-1.5585, -0.9714, 5.6206)  -0.187
C (-4.4047, 2.5908, -0.0486)  -0.065
H (4.1031, -0.5750, 2.3924)  0.244
Cs (-0.4573, 0.1545, 0.2748)  0.975
C (1.6163, 0.4933, 6.4317)  0.151
Br (-4.5278, -0.0469, 1.1065)  -0.126
C (-3.3608, -2.2842, -1.9439)  -0.141
N (0.4017, -2.9103, -0.8173)  0.044
H (-1.2864, 3.8333, 0.2109)  0.672
P (0.6560, -0.5797, 3.9036)  0.643
H (-1.6376, 1.2713, 3.3831)  0.187
C (-6.4216, 3.6459, -1.0335)  -0.861
C (2.2687, 0.3630, 7.6520)  -0.657
H (3.2444, 1.9282, -5.9134)  0.506
H (1.9426, -2.4532, 0.4165)  0.523
H (0.4170, -0.4800, -3.8022)  0.511
H (-3.8789, -1.5070, -1.3902)  0.275
C (2.0994, -1.7916, 5.9333)  -0.632
H (3.5493, 2.5226, 0.3065)  0.282
H (3.3377, -0.9527, 8.9747)  0.347
C (1.1975, 2.3737, -1.7818)  0.544
C (-3.0144, 2.5710, 0.3120)  0.041
H (2.0324, -2.6385, 5.2581)  0.362
C (-0.0530, -3.6611, -1.8304)  -0.447
C (1.6067, 3.3559, 3.2515)  -0.822
C (-6.5812, 1.4326, -0.1112)  -0.695
O (2.0024, 0.2188, 0.8974)  -0.800
H (4.6889, -2.5281, -3.1216)  0.291
C (2.5273, -4.0053, -0.9952)  -0.883
H (5.3996, -0.7123, 1.1497)  0.442
O (0.3244, 1.4629, -1.7851)  -0.454
C (-3.5720, -2.0083, 4.8604)  -0.571
C (4.0755, 0.3615, -4.6843)  -0.748
C (3.0447, 1.1089, -5.2360)  -0.563
C (-7.1735, 2.5428, -0.7524)  -0.473
H (0.3345, 5.0103, 2.7237)  0.348
C (1.6366, -3.0818, -0.4156)  -0.515
C (2.7410, -1.9326, 7.1552)  -0.494
H (-6.8666, 4.5056, -1.5267)  0.290
H (-4.5810, -2.3671, 5.0542)  0.312
N (-2.1145, -2.5108, -1.6049)  -0.010
H (5.8602, -1.3429, -3.7202)  0.430
H (1.1705, 1.4434, 6.1632)  0.314
H (5.1523, 1.7533, 0.2419)  0.451
H (1.3702, 4.5288, -1.9147)  0.385
H (-3.6534, -2.5774, 2.8230)  0.478
C (0.7184, 3.7392, -2.2886)  -0.659
H (-5.0251, -2.7651, -3.2260)  0.437
H (4.0598, -1.8868, 1.1925)  0.295
O (2.4070, 2.2554, -1.4888)  -0.812
H (0.4375, 4.7086, -4.2111)  0.488
S (0.4025, 1.7689, -5.5673)  1.337
C (-4.0001, -2.9961, -2.9695)  -0.795
O (-0.6611, 0.8655, -5.9061)  -0.732
C (4.3373, -0.8470, 1.3620)  -1.182
C (1.4432, -0.2557, -4.0587)  -0.936
H (-0.5224, 2.1205, -3.5962)  0.166
S (3.3499, 0.2034, 0.2591)  0.843
H (-1.7378, 3.6423, 2.7913)  0.480
H (2.7144, -5.4984, -2.5230)  0.403
H (-3.7984, -4.5180, -4.4376)  0.465
C (-1.9799, -4.2503, -3.2927)  0.767
C (0.4963, 1.2361, 3.6330)  0.373
C (-4.2699, 4.8424, -0.9941)  -0.951
H (2.5228, 3.9339, 3.1911)  0.352
C (2.0743, -4.7726, -2.0345)  -0.936
C (-2.8401, -1.4203, 5.8920)  -0.680